Record 1
10
Properties=species:S:1:pos:R:3:forces:R:3:nbo_charge:R:1 method="wB97M-V/def2-TZVPD" total_energy_ev=-94292.20854 e_lumo_ev=-0.50
C -0.278187 -0.030022 0.746402 1.3 2.8 1.0 -0.43
C 0.174145 0.400936 -1.659684 -1.1 4.3 -2.7 -0.12
N -0.519668 0.690034 -0.477750 -0.3 0.0 -1.4 -0.62
Cl 0.010095 -1.238822 -2.073632 -0.2 -1.2 -0.4 0.05
Br 2.194790 0.846369 -1.737819 -0.5 0.0 0.4 -0.11
I -0.837339 2.593636 0.100971 0.0 0.7 -0.7 0.35
H -0.103780 -1.048989 0.622294 0.2 -1.7 -0.3 0.22
H 0.639704 0.523481 1.168692 -1.1 -1.4 0.3 0.19
H -1.175060 0.203960 1.324650 0.4 -0.6 0.5 0.21
H -0.270477 1.237340 -2.692292 1.3 -2.8 3.5 0.26



Record 2
9
Properties=species:S:1:pos:R:3:forces:R:3:nbo_charge:R:1 method="wB97M-V/def2-TZVPD" total_energy_ev=-76944.14572 e_lumo_ev=0.20
C -0.935231 -0.480747 0.467425 0.0 2.3 0.6 -0.69
C 0.125552 0.337730 -0.202993 2.3 0.5 3.5 0.58
O 0.616240 -0.226191 -1.204147 0.3 -1.2 -2.6 -0.62
F 1.830906 -0.079190 0.936320 -2.0 0.5 -0.9 -0.72
Br 0.376439 2.204203 -0.040063 -0.5 -0.3 0.0 0.14
H -1.271581 -0.068287 1.495552 0.5 -0.7 -2.1 0.26
H -1.667241 -0.460858 -0.351653 -0.6 -0.3 0.7 0.24
H -0.456347 -1.428193 0.517314 0.0 -1.0 0.4 0.27
H 1.381264 0.201533 -1.617757 0.0 0.2 0.3 0.53



Record 3
8
Properties=species:S:1:pos:R:3:forces:R:3:nbo_charge:R:1 method="wB97M-V/def2-TZVPD" total_energy_ev=-73668.34416 e_lumo_ev=0.07
C -0.569428 0.270923 0.388353 -3.9 0.4 0.2 -0.33
C 0.772545 0.136745 -0.017566 1.4 0.0 -3.6 0.06
N 0.684554 0.243771 1.184883 0.6 -0.7 3.4 -0.31
Br 4.015072 0.093121 -0.206295 0.9 0.6 3.0 -0.24
H -1.045895 1.284586 0.492751 0.2 -1.1 -0.7 0.18
H -1.346687 -0.596007 0.341212 1.7 1.4 0.5 0.18
H 1.554393 0.063884 -0.771589 -0.5 0.0 0.2 0.21
H 4.174257 0.413692 1.355306 -0.4 -0.6 -3.0 0.25



Going through the records in order, we get Kohn-Sham gap values of 0.321 0.376 0.373 Ha.
Going through the records in order, we get energy relative to the best compared isomer or geometry (same formula, charge and spin) values of 27.9 55.0 61.1 kcal per mole.
Going through the records in order, we get highest occupied orbital energy values of -9.224 -10.040 -10.083 eV.